No. 1
# C14H18NO

The ion C14H18NO with charge +1 (ωB97M-V with the def2-TZVPD basis set, the Open Molecules 2025 dataset).

HOMO level: -10.65 eV
SMILES: C[NH+](C)CCOc1ccc2ccccc2c1
total charge: +1
HOMO-LUMO gap: 0.2894 Ha

Each line ends with the Löwdin charge.
Positions of all 34 atoms, in Å:
C (-1.105, -3.447, 1.197)  0.01
N (-2.184, -2.757, 0.463)  -0.19
C (-3.358, -3.631, 0.310)  0.01
C (-2.527, -1.450, 1.095)  -0.08
C (-1.736, -0.314, 0.443)  -0.18
O (-0.385, -0.702, 0.415)  -0.09
C (0.571, 0.247, 0.062)  -0.24
C (1.903, -0.195, 0.189)  0.00
C (2.932, 0.641, -0.128)  -0.01
C (2.687, 1.953, -0.585)  -0.17
C (3.731, 2.842, -0.914)  -0.02
C (3.455, 4.106, -1.355)  -0.07
C (2.126, 4.537, -1.487)  -0.07
C (1.092, 3.698, -1.176)  -0.03
C (1.343, 2.389, -0.717)  -0.16
C (0.291, 1.507, -0.386)  0.03
H (-0.794, -4.339, 0.656)  0.12
H (-1.461, -3.739, 2.184)  0.12
H (-0.254, -2.776, 1.299)  0.10
H (-1.810, -2.539, -0.469)  0.19
H (-3.070, -4.572, -0.155)  0.11
H (-3.786, -3.842, 1.289)  0.12
H (-4.114, -3.154, -0.312)  0.11
H (-2.291, -1.509, 2.159)  0.15
H (-3.593, -1.252, 0.981)  0.14
H (-2.104, -0.129, -0.578)  0.14
H (-1.877, 0.602, 1.031)  0.15
H (2.083, -1.198, 0.544)  0.11
H (3.953, 0.305, -0.028)  0.12
H (4.751, 2.504, -0.810)  0.12
H (4.258, 4.784, -1.603)  0.11
H (1.926, 5.538, -1.837)  0.11
H (0.068, 4.029, -1.277)  0.11
H (-0.721, 1.865, -0.500)  0.11

---

No. 2
# C14H18O4

The molecule C14H18O4 (ωB97M-V with the def2-TZVPD basis set, the Open Molecules 2025 dataset).

HOMO level: -9.28 eV
SMILES: C[C@@H]1C(=O)CC[C@]2(C)CCC3=C(O)C(=O)O[C@@H]3[C@@H]12
HOMO-LUMO gap: 0.3565 Ha

Each line ends with the Löwdin charge.
Positions of all 36 atoms, in Å:
C (0.234, 0.073, 3.014)  -0.04
C (0.854, -0.423, 1.690)  -0.23
C (2.337, 0.037, 1.623)  -0.31
O (2.843, 0.616, 2.582)  0.08
C (3.178, -0.143, 0.350)  -0.08
C (2.312, 0.362, -0.836)  -0.12
C (0.883, -0.253, -0.828)  -0.45
C (0.939, -1.772, -1.024)  -0.02
C (0.104, 0.288, -2.048)  -0.13
C (-1.382, -0.146, -2.147)  -0.10
C (-2.011, 0.193, -0.849)  -0.07
C (-3.132, 0.929, -0.618)  -0.17
O (-3.977, 1.547, -1.521)  0.08
C (-3.275, 0.971, 0.792)  -0.46
O (-4.219, 1.505, 1.331)  0.13
O (-2.298, 0.314, 1.415)  0.09
C (-1.378, -0.238, 0.458)  -0.17
C (0.129, 0.156, 0.457)  -0.16
H (0.249, 1.174, 3.025)  0.10
H (0.803, -0.304, 3.832)  0.07
H (-0.813, -0.235, 3.167)  0.08
H (0.824, -1.544, 1.667)  0.16
H (4.108, 0.461, 0.397)  0.13
H (3.479, -1.154, 0.158)  0.10
H (2.224, 1.455, -0.770)  0.13
H (2.803, 0.120, -1.778)  0.12
H (-0.079, -2.204, -0.889)  0.10
H (1.581, -2.301, -0.346)  0.07
H (1.292, -2.032, -2.014)  0.09
H (0.120, 1.379, -1.970)  0.13
H (0.602, 0.006, -2.996)  0.13
H (-1.426, -1.228, -2.349)  0.12
H (-1.875, 0.363, -2.975)  0.12
H (-4.679, 2.066, -1.061)  0.13
H (-1.483, -1.303, 0.589)  0.16
H (0.131, 1.265, 0.474)  0.18

---

No. 3
# C14H19AlF3N3O3S2

A structure of composition C14H19AlF3N3O3S2 (ωB97M-V with the def2-TZVPD basis set, the Open Molecules 2025 dataset).

HOMO level: -7.47 eV
HOMO-LUMO gap: 0.2757 Ha

Each line ends with the Löwdin charge.
Positions of all 45 atoms, in Å:
Al (0.030, -0.233, -0.760)  -0.40
C (2.129, 0.976, 3.991)  -0.02
N (1.971, 0.127, 2.833)  -0.12
C (2.684, -1.134, 2.915)  -0.01
C (1.170, 0.371, 1.801)  -0.31
O (0.979, -0.471, 0.913)  0.07
C (0.431, 1.707, 1.711)  -0.08
O (-0.283, 1.765, 0.512)  -0.16
C (0.142, 2.673, -0.501)  -0.15
C (0.368, 1.835, -1.771)  -0.85
O (1.247, 0.841, -1.418)  -0.13
N (0.854, 2.588, -2.875)  -0.21
C (1.255, 1.699, -3.958)  -0.09
C (-0.064, 3.607, -3.352)  -0.10
H (3.182, 0.999, 4.274)  0.10
H (1.791, 1.989, 3.806)  0.09
H (1.560, 0.561, 4.827)  0.10
H (3.756, -0.946, 2.993)  0.10
H (2.358, -1.688, 3.797)  0.10
H (2.490, -1.722, 2.020)  0.10
H (-0.290, 1.761, 2.540)  0.15
H (1.142, 2.535, 1.792)  0.14
H (-0.639, 3.424, -0.636)  0.12
H (1.097, 3.144, -0.246)  0.14
H (2.049, 1.050, -3.597)  0.08
H (0.420, 1.073, -4.294)  0.07
H (1.613, 2.301, -4.788)  0.08
H (-1.036, 3.178, -3.623)  0.06
H (-0.206, 4.364, -2.585)  0.08
H (0.369, 4.079, -4.230)  0.08
F (-1.882, -4.625, -2.363)  0.14
C (-1.825, -4.796, -1.037)  -0.61
F (-0.638, -5.357, -0.760)  0.13
F (-2.746, -5.736, -0.743)  0.12
C (-2.071, -3.525, -0.278)  -0.10
C (-3.184, -3.385, 0.520)  0.02
C (-3.376, -2.194, 1.222)  -0.04
C (-2.464, -1.176, 1.043)  -0.08
N (-1.421, -1.288, 0.230)  0.01
C (-1.184, -2.438, -0.435)  -0.63
S (0.192, -2.439, -1.417)  0.90
H (-3.888, -4.201, 0.598)  0.12
H (-4.225, -2.062, 1.870)  0.10
H (-2.560, -0.227, 1.556)  0.13
S (-1.300, 0.996, -2.098)  0.75

---

No. 4
# C14H19AsCl2F5O2PdSSe

A structure of composition C14H19AsCl2F5O2PdSSe (ωB97M-V with the def2-TZVPD basis set, the Open Molecules 2025 dataset).

HOMO level (spin up / spin down): -10.98 / -10.86 eV
total charge: +1
HOMO-LUMO gap (spin up / spin down): 0.2519 / 0.2163 Ha

Each line ends with the Löwdin charge.
Positions of all 46 atoms, in Å:
Pd (-0.440, -0.517, -0.188)  0.39
Cl (1.217, 0.624, -1.829)  0.58
C (0.987, 2.363, -1.423)  -0.91
Cl (-0.019, 2.612, -0.011)  0.58
H (0.496, 2.811, -2.280)  0.04
H (1.972, 2.781, -1.246)  0.04
O (1.351, -0.171, 1.303)  -0.66
S (0.671, 0.356, 2.569)  0.92
C (1.082, -0.795, 3.880)  -0.32
C (2.532, -0.502, 4.245)  -0.23
C (2.564, 1.015, 4.414)  -0.21
C (1.829, 1.603, 3.202)  -0.30
H (0.850, -1.792, 3.508)  0.07
H (0.401, -0.567, 4.704)  0.11
H (3.180, -0.805, 3.419)  0.11
H (2.850, -1.037, 5.138)  0.12
H (3.574, 1.413, 4.489)  0.12
H (2.034, 1.291, 5.328)  0.12
H (2.484, 1.772, 2.347)  0.09
H (1.284, 2.520, 3.413)  0.09
C (2.001, -3.191, 0.952)  -0.19
As (0.117, -3.426, 0.834)  1.00
C (-0.252, -3.998, -0.947)  -0.19
C (-0.377, -4.853, 1.982)  -0.19
O (-0.829, -2.063, 1.210)  -0.61
H (2.456, -4.099, 0.557)  0.05
H (2.301, -3.042, 1.987)  0.04
H (2.303, -2.321, 0.371)  0.04
H (0.074, -5.029, -1.078)  0.05
H (0.267, -3.357, -1.660)  0.04
H (-1.327, -3.924, -1.108)  0.04
H (0.211, -5.737, 1.741)  0.05
H (-1.438, -5.055, 1.842)  0.06
H (-0.201, -4.558, 3.017)  0.05
F (-4.453, -4.511, -4.601)  0.15
C (-4.065, -3.556, -3.766)  -0.12
C (-2.789, -3.024, -3.864)  -0.14
F (-1.956, -3.475, -4.801)  0.13
C (-2.391, -2.023, -2.993)  -0.27
F (-1.150, -1.519, -3.144)  0.04
C (-3.234, -1.546, -2.006)  -0.49
Se (-2.739, -0.190, -0.788)  0.86
C (-4.508, -2.087, -1.930)  -0.26
F (-5.367, -1.659, -1.003)  0.09
C (-4.934, -3.082, -2.794)  -0.14
F (-6.156, -3.585, -2.696)  0.15

---

Calculated values (eV/A) of largest force on an atom for the records, taken in order: 1.0 2.8 1.1 1.2.
Calculated values (Eh) of E for the records, taken in order: -674.02879 -845.24314 -2273.45130 -7278.03099.
Calculated values (kJ/mol) of ΔE to the lowest compared entry with this formula, charge and spin for the records, taken in order: 0.0 81.5 0.0 90.8.